(1)
The following is a quantum chemistry calculation of a cluster of 2 separate species, CH3Cl3Si in total at a distorted geometry, from the OMol25 dataset.

```
8
Properties=species:S:1:pos:R:3:forces:R:3
C 2.4594 -0.1924 0.0509 0.669 -0.323 -0.488
Si 0.8299 0.6651 -0.4074 0.344 0.653 -1.869
Cl 3.8188 0.3881 -0.9809 -0.194 -0.416 -0.279
Cl 2.3384 -1.9693 0.2220 -0.132 0.028 -0.578
Cl -3.1718 -0.9711 -0.9993 -0.406 0.844 0.346
H 2.8441 0.0605 0.9915 0.071 0.701 1.543
H -3.7408 0.1259 -0.5542 0.438 -0.837 -0.343
H 0.1676 0.2152 0.7611 -0.790 -0.651 1.668
```
Positions in Å, forces in eV/Å.

**E_LUMO**: -1.32 eV
**Relative energy (zero: lowest compared OMol25 entry of this formula, charge and spin)**: 7.231 eV
**Frontier orbital gap**: 7.83 eV

(2)
The following is a quantum chemistry calculation of the ion C7H14N3 with charge +1 at a distorted geometry, from the OMol25 dataset.

```
24
Properties=species:S:1:pos:R:3:forces:R:3
C 3.1414 -1.3332 -0.4584 -0.534 -5.448 -3.963
C -0.2051 -0.8316 0.4650 0.067 1.473 -1.886
C -1.4291 -0.3803 0.2678 -3.421 1.595 0.484
C 0.9795 -0.4381 -0.3241 0.739 -1.559 -0.187
C -2.6127 -1.0239 1.0281 2.851 -0.655 -0.405
C -1.9726 0.8530 -0.5611 3.519 -0.563 0.395
C 1.9089 1.7920 0.2386 1.443 0.638 -2.577
N 3.2632 -0.2276 0.1900 2.151 7.352 3.222
N 1.8277 -1.6125 -0.7377 -2.155 0.341 0.407
N 2.0190 0.3473 0.4315 -0.725 -0.755 2.116
H 3.9703 -1.9586 -0.4816 0.716 -1.466 -0.187
H -0.0647 -1.6024 1.1270 0.400 -1.892 1.521
H 0.7857 0.1499 -1.2106 -0.326 0.257 -0.159
H -3.0190 -0.3689 1.7344 -0.210 1.059 1.485
H -3.4242 -1.1970 0.4063 -1.386 -0.438 -1.705
H -2.3196 -1.9848 1.4540 -0.083 0.201 0.264
H -1.0976 1.5539 -0.8357 -1.525 -0.937 0.237
H -2.3903 0.4371 -1.4481 -0.406 -0.084 -0.883
H -2.7342 1.4129 -0.0427 -0.091 -0.019 0.402
H 2.2589 1.9652 -0.7826 -0.003 0.025 -0.081
H 0.9252 2.2220 0.2511 -0.543 -0.346 0.846
H 2.6618 2.2431 0.8323 0.240 0.650 0.957
H 1.3861 -2.5185 -1.0052 0.675 1.098 0.375
H 2.0575 0.2602 1.4783 -1.393 -0.526 -0.677
```
Positions in Å, forces in eV/Å.

**E_LUMO (alpha / beta)**: -2.83 / -6.56 eV
**<S²>**: 2.0072
**Relative energy (zero: lowest compared OMol25 entry of this formula, charge and spin)**: 1.860 eV
**Multiplicity**: 3
**Charge**: +1
**Frontier orbital gap (alpha / beta)**: 6.51 / 7.37 eV

(3)
The following is a quantum chemistry calculation of the molecule C4H8OSi at a distorted geometry, from the OMol25 dataset.

```
14
Properties=species:S:1:pos:R:3:forces:R:3
C 3.5014 -0.7550 -0.0154 -1.307 0.806 0.043
C 2.5284 -0.0487 -0.0795 1.141 -0.163 0.457
C 1.4341 0.8947 0.0151 -0.840 1.852 1.695
O 0.2186 0.0895 0.1009 2.188 0.396 -0.647
Si -1.3326 0.4926 0.0140 -2.071 1.326 0.490
C -2.4268 -1.0737 -0.0194 -0.454 2.717 -0.311
H 4.2947 -1.3964 0.2087 0.680 -0.512 -0.135
H 1.5739 1.7177 -0.8241 -1.072 -1.791 1.363
H 1.4647 1.5036 1.0744 0.282 -1.392 -2.580
H -1.6117 1.1322 -1.2930 0.033 0.248 0.016
H -1.5969 1.6344 1.1593 0.106 -1.541 -1.239
H -2.1916 -1.7626 0.7073 0.262 -1.530 1.841
H -3.4999 -0.8851 -0.1047 -0.063 0.500 0.942
H -2.3561 -1.5432 -0.9437 1.113 -0.917 -1.935
```
Positions in Å, forces in eV/Å.

**E_LUMO**: 0.94 eV
**Relative energy (zero: lowest compared OMol25 entry of this formula, charge and spin)**: 2.264 eV
**Frontier orbital gap**: 11.01 eV
**SMILES**: C#CCO[SiH2]C

(4)
The following is a quantum chemistry calculation of a structure of composition C6H6BrF6N4O4PS2 at a distorted geometry, from the OMol25 dataset.

```
30
Properties=species:S:1:pos:R:3:forces:R:3
N -1.3709 0.0448 1.4480 -3.162 -2.361 -0.283
P -1.3281 -1.2732 0.4690 -0.808 2.663 2.659
C -3.1452 -1.8754 0.5218 0.446 0.812 -0.723
C -4.1775 -0.7694 0.7222 -3.022 -4.554 -0.149
C -5.6263 -1.3717 0.8042 5.130 -0.852 -0.545
Br -7.2092 -0.2701 1.1162 1.891 -1.581 -0.431
C -5.5960 -2.9141 0.6400 -0.677 0.544 0.112
N -4.5519 -3.7922 0.4198 -2.116 2.227 0.795
N -3.3310 -3.2643 0.3686 -1.455 4.027 0.534
H -0.7237 -0.1365 2.2221 -0.430 0.372 -0.344
H -0.9308 -0.9915 -0.8829 -0.646 -0.644 0.428
H -0.4680 -2.3126 0.9924 -1.010 -0.069 -0.865
H -3.9621 0.3444 0.8078 0.187 -1.864 -0.058
H -6.6288 -3.4127 0.7146 1.926 0.627 -0.229
H -2.5254 -3.9021 0.2241 -0.869 0.541 0.112
C 5.4456 3.3447 -0.9029 0.959 1.126 1.452
F 6.3656 3.9420 -1.6831 -0.634 -0.549 -0.093
F 6.1256 2.6959 0.0685 -0.348 -0.079 -0.505
F 4.7650 4.3347 -0.2823 -0.037 -0.455 -0.435
S 4.3430 2.2287 -1.8379 1.138 0.506 -2.014
O 5.2287 1.2320 -2.4020 -0.629 0.315 0.803
O 3.6936 3.0873 -2.8065 0.001 -0.460 0.979
N 3.4532 1.7608 -0.6053 -0.622 -0.630 -0.656
S 2.3142 0.7438 -1.0123 -0.442 -0.675 -1.119
O 2.7445 -0.5832 -1.4079 -0.175 0.668 0.543
O 1.2103 1.2839 -1.7817 0.427 -0.152 0.693
C 1.6212 0.5091 0.6607 0.909 1.111 1.772
F 1.1734 1.6585 1.1986 -0.009 -0.651 -0.549
F 2.5271 0.0246 1.5347 -0.503 -0.116 -0.639
F 0.5639 -0.3663 0.6716 4.578 0.153 -1.242
```
Positions in Å, forces in eV/Å.

**E_LUMO**: -3.79 eV
**Relative energy (zero: lowest compared OMol25 entry of this formula, charge and spin)**: 2.408 eV
**Frontier orbital gap**: 4.91 eV

(5)
The following is a quantum chemistry calculation of a structure of composition C58H66ClN3O4SeSr at a distorted geometry, from the OMol25 dataset.

```
134
Properties=species:S:1:pos:R:3:forces:R:3
Sr -0.5090 -0.8826 -0.7772 -0.031 -0.671 -0.811
C 3.4646 3.5872 4.5002 0.000 -0.041 0.019
C 3.2151 2.1688 5.0134 0.023 0.015 0.003
C 2.2923 2.2630 6.2374 0.017 0.002 -0.025
C 4.5648 1.5786 5.4479 -0.027 0.018 -0.011
C 2.5734 1.2808 3.9514 -0.034 -0.021 -0.009
C 2.2462 1.7202 2.6824 0.022 -0.044 0.003
C 1.6449 0.8764 1.7540 -0.018 0.086 -0.050
Se 1.2596 1.5856 0.0037 0.099 0.181 0.101
C -0.3155 2.6491 0.3588 0.087 -0.004 0.023
C -0.1641 3.8127 1.1057 -0.041 -0.008 -0.006
C -1.2405 4.6273 1.4062 -0.004 -0.035 -0.010
C -2.4832 4.2404 0.8879 0.037 0.046 0.033
C -2.6816 3.1108 0.1199 -0.071 -0.067 -0.084
C -1.5706 2.2394 -0.1644 -0.054 0.172 0.150
O -1.7126 1.1643 -0.8584 -0.073 0.238 0.069
C -4.0652 2.7604 -0.4379 -0.036 -0.003 0.008
C -4.5269 1.3948 0.0935 0.020 0.024 0.002
C -4.0111 2.7170 -1.9733 0.009 0.007 0.029
C -5.1269 3.7926 -0.0460 0.028 -0.029 -0.017
C -1.1302 5.8878 2.2590 0.008 0.043 0.005
C -1.5976 7.1110 1.4567 0.016 -0.024 0.015
C -2.0100 5.7435 3.5097 0.021 0.002 -0.020
C 0.3050 6.1419 2.7202 -0.036 -0.005 0.000
C 1.3664 -0.4895 2.0242 0.037 0.068 0.156
O 0.8111 -1.2685 1.1626 0.082 0.085 0.089
C 1.7375 -0.9486 3.3384 -0.014 -0.129 -0.005
C 2.3018 -0.0648 4.2352 0.008 0.066 0.011
C 1.5359 -2.4242 3.7011 0.019 -0.038 0.006
C 2.3461 -3.3045 2.7369 -0.019 0.029 0.021
C 2.0082 -2.7425 5.1234 -0.019 0.010 -0.033
C 0.0510 -2.8044 3.6169 0.023 0.008 0.014
H 3.9241 4.1882 5.2892 0.006 0.014 0.007
H 2.5327 4.0719 4.2052 -0.013 0.018 -0.013
H 4.1356 3.5850 3.6398 0.010 0.011 -0.019
H 2.7424 2.8882 7.0149 0.005 0.012 0.018
H 2.0994 1.2770 6.6617 -0.007 -0.018 0.007
H 1.3325 2.6977 5.9526 -0.018 0.007 0.005
H 5.0345 2.2082 6.2100 0.009 0.012 0.015
H 5.2376 1.5063 4.5920 0.018 -0.006 -0.007
H 4.4447 0.5773 5.8624 0.002 -0.021 0.003
H 2.4591 2.7361 2.3770 0.000 0.003 -0.007
H 0.8296 4.0620 1.4525 0.008 -0.008 0.004
H -3.3354 4.8732 1.1017 -0.015 0.004 0.004
H -3.8436 0.6113 -0.2220 -0.001 -0.027 0.010
H -5.5289 1.1639 -0.2808 -0.016 0.002 -0.020
H -4.5646 1.4043 1.1861 0.001 -0.011 0.012
H -3.2881 1.9755 -2.3036 0.022 -0.018 -0.022
H -3.7274 3.6966 -2.3695 0.009 0.011 -0.013
H -4.9937 2.4550 -2.3776 -0.019 -0.002 -0.001
H -5.2536 3.8510 1.0374 -0.006 0.006 0.014
H -6.0854 3.4962 -0.4788 -0.011 -0.002 -0.005
H -4.8815 4.7891 -0.4218 -0.010 0.018 0.002
H -2.6312 6.9970 1.1282 -0.019 0.001 -0.013
H -0.9760 7.2396 0.5687 0.003 0.008 -0.016
H -1.5315 8.0199 2.0625 0.001 0.016 0.012
H -3.0551 5.5851 3.2411 -0.019 -0.006 -0.001
H -1.9492 6.6419 4.1318 0.001 0.015 0.014
H -1.6832 4.8870 4.1017 -0.006 -0.010 0.014
H 0.9793 6.2716 1.8721 0.020 0.001 -0.007
H 0.6741 5.3134 3.3265 0.023 -0.009 0.006
H 0.3432 7.0501 3.3274 0.000 0.009 0.008
H 2.5681 -0.4318 5.2184 -0.001 -0.011 0.005
H 3.4100 -3.0661 2.7991 0.010 0.002 -0.010
H 2.0208 -3.1446 1.7129 0.023 -0.015 -0.026
H 2.2146 -4.3606 2.9917 -0.012 -0.014 0.004
H 3.0752 -2.5454 5.2498 0.011 0.007 0.012
H 1.8389 -3.8034 5.3229 -0.003 -0.008 -0.005
H 1.4550 -2.1688 5.8712 0.004 0.003 0.026
H -0.3302 -2.6353 2.6136 -0.030 0.001 -0.026
H -0.5369 -2.2094 4.3203 -0.019 0.015 0.011
H -0.0800 -3.8608 3.8710 0.005 -0.020 0.003
O -1.0571 1.1311 -8.2337 0.024 -0.007 -0.004
C -1.6375 1.8258 -7.1383 -0.027 0.023 0.018
C -1.0177 1.3768 -5.8439 -0.026 0.072 0.021
C -1.0735 2.1995 -4.7259 0.030 -0.110 -0.033
C -0.5849 1.7148 -3.5241 -0.045 0.122 -0.056
N -0.0401 0.5106 -3.3897 0.028 -0.199 0.078
C 0.0611 -0.2643 -4.4704 -0.048 0.174 -0.040
C -0.4346 0.1304 -5.7129 0.030 -0.108 -0.016
C 0.7426 -1.5754 -4.2961 0.137 -0.143 0.027
C 1.4460 -2.1559 -5.3425 -0.080 0.126 -0.057
C 2.1041 -3.3633 -5.1392 0.011 -0.071 0.080
C 2.8797 -4.0367 -6.2378 0.038 -0.017 0.003
O 2.0326 -4.8182 -7.0876 -0.051 0.027 -0.007
C 2.0125 -3.9532 -3.8926 -0.023 0.095 -0.006
C 1.2976 -3.2944 -2.8944 0.033 -0.081 -0.065
N 0.6793 -2.1348 -3.0825 -0.123 0.088 0.038
H -1.6123 1.2638 -9.0054 -0.012 -0.006 -0.003
H -2.7158 1.6299 -7.0903 0.016 0.011 -0.003
H -1.4992 2.9077 -7.2483 -0.003 -0.021 0.015
H -1.5091 3.1898 -4.7775 0.001 0.013 0.019
H -0.6458 2.3096 -2.6236 0.001 0.012 0.045
H -0.3838 -0.5322 -6.5644 0.005 -0.011 0.013
H 1.5061 -1.6595 -6.3036 0.016 -0.003 0.017
H 3.6657 -4.6577 -5.7967 -0.027 0.021 -0.015
H 3.3423 -3.2945 -6.8899 0.012 -0.011 0.022
H 1.4796 -5.3586 -6.5134 0.022 -0.022 0.000
H 2.5381 -4.8733 -3.6691 0.000 -0.017 0.026
H 1.2118 -3.7364 -1.9108 0.042 0.001 0.054
C -3.1295 -0.9059 3.2553 -0.006 -0.029 -0.049
C -4.0779 -1.9105 3.1348 0.003 0.019 0.021
C -4.1984 -2.5960 1.9411 -0.028 -0.013 0.033
C -3.3728 -2.2671 0.8587 0.054 0.082 0.029
N -2.4316 -1.3237 1.0084 -0.067 0.026 0.085
C -2.3195 -0.6671 2.1585 -0.001 0.008 0.035
C -3.4804 -2.9173 -0.4793 0.004 -0.048 -0.120
C -4.6566 -3.6084 -0.7994 -0.040 0.022 0.087
C -4.7981 -4.2287 -2.0286 0.041 -0.016 -0.043
C -3.7516 -4.1524 -2.9416 -0.026 -0.008 -0.002
C -2.6013 -3.4451 -2.6134 0.000 0.004 0.058
C -2.4026 -2.7892 -1.3851 0.009 0.022 0.034
H -2.9986 -0.3438 4.1698 0.007 0.002 -0.001
H -4.7164 -2.1657 3.9733 -0.005 -0.002 -0.006
H -4.9212 -3.3942 1.8526 0.002 -0.006 -0.024
H -1.5346 0.0833 2.2052 0.003 0.006 -0.004
H -5.4906 -3.6482 -0.1054 0.005 0.004 0.012
H -5.7143 -4.7547 -2.2746 0.006 0.001 0.002
H -3.8429 -4.6356 -3.9105 -0.003 -0.007 -0.007
H -1.8124 -3.3990 -3.3629 0.008 -0.005 -0.034
Cl 5.5970 -7.3985 -4.1868 0.008 -0.016 -0.009
C 5.0910 -5.9792 -3.2678 0.011 -0.073 -0.026
C 5.5623 -4.7128 -3.6172 0.009 0.041 0.024
C 5.2006 -3.6036 -2.8912 0.037 -0.036 -0.037
C 4.3016 -3.6728 -1.7622 -0.126 0.086 -0.037
C 3.7745 -2.5676 -1.1454 -0.155 -0.124 -0.067
C 3.9309 -5.0214 -1.3903 0.006 -0.048 -0.028
C 4.3033 -6.1218 -2.1240 0.000 0.028 -0.007
H 6.2146 -4.6068 -4.4780 0.005 -0.002 -0.004
H 5.5553 -2.6276 -3.2046 0.014 0.015 -0.011
H 4.0260 -1.5647 -1.4642 0.034 0.037 -0.017
H 2.9584 -2.6852 -0.4415 0.192 0.115 0.228
H 3.3131 -5.1563 -0.5093 -0.024 -0.011 0.022
H 3.9806 -7.1113 -1.8188 -0.001 -0.006 0.006
```
Positions in Å, forces in eV/Å.

**E_LUMO**: 3.40 eV
**Relative energy (zero: lowest compared OMol25 entry of this formula, charge and spin)**: 0.457 eV
**Charge**: -2
**Frontier orbital gap**: 3.92 eV

(6)
The following is a quantum chemistry calculation of a cluster of 2 separate species, C4H10N2P2 in total at a distorted geometry, from the OMol25 dataset.

```
18
Properties=species:S:1:pos:R:3:forces:R:3
C -1.0112 -1.4502 0.2544 0.192 -0.350 -0.020
C -0.4194 -0.5288 1.3081 0.704 -0.217 1.924
C -0.7023 -0.8374 -1.1150 -1.655 -1.616 0.037
C -0.4120 0.8035 0.5527 0.173 -2.543 -0.819
N 2.9034 -0.2892 -0.2110 -0.202 0.669 0.300
N -0.3595 0.4657 -0.8514 2.421 3.395 -1.434
P 2.2835 0.5655 -1.3098 -1.203 -0.354 0.776
P 2.8646 -1.4869 1.0609 -0.496 0.518 -1.101
H -0.5465 -2.4057 0.3280 -0.288 -1.161 0.169
H -2.0886 -1.4565 0.3077 -0.330 -0.538 0.537
H -1.0710 -0.4951 2.2454 0.900 -0.061 -1.144
H 0.6751 -0.8577 1.6708 -2.743 0.810 -0.941
H 0.0494 -1.4015 -1.6563 0.262 -0.102 -0.228
H -1.6384 -0.8691 -1.7582 0.872 -0.034 0.397
H -1.3026 1.3498 0.6602 -1.248 1.012 0.676
H 0.4393 1.3393 0.8029 1.352 1.649 0.593
H 3.5904 -2.1909 0.1437 0.389 -1.679 -0.437
H 4.0844 -1.1792 1.6048 0.900 0.602 0.716
```
Positions in Å, forces in eV/Å.

**E_LUMO (alpha / beta)**: -0.39 / -0.64 eV
**Relative energy (zero: lowest compared OMol25 entry of this formula, charge and spin)**: 1.943 eV
**Frontier orbital gap (alpha / beta)**: 7.66 / 5.87 eV